No. 1
A structure of composition C22H57Br2F6N4O11Pb2S2 in a non-equilibrium geometry. Source: OMol25; level of theory: wB97M-V/def2-TZVPD.

XYZ file:
```
106
C22H57Br2F6N4O11Pb2S2, DFT wB97M-V/def2-TZVPD
Pb 1.78 0.03 -1.25
Pb -0.84 -3.24 -0.91
C 5.14 -3.33 -1.39
F 5.83 -3.45 -0.25
F 5.71 -4.04 -2.39
F 3.82 -3.79 -1.20
S 5.14 -1.66 -1.93
O 6.52 -1.24 -2.01
O 4.39 -1.63 -3.14
N 4.28 -0.91 -0.86
S 4.30 -0.81 0.70
O 3.55 0.36 0.98
O 4.05 -2.02 1.33
C 6.12 -0.36 1.00
F 6.94 -1.32 0.71
F 6.37 0.73 0.26
F 6.20 -0.01 2.31
Br 0.85 -2.41 -2.83
Br -1.08 -0.59 0.00
C -0.22 -1.42 5.09
C -1.58 -1.68 4.50
O -1.55 -2.15 3.16
H 0.37 -2.34 5.27
H -0.35 -1.05 6.12
H 0.40 -0.67 4.61
H -1.99 -0.70 4.65
H -2.11 -2.47 5.07
H -2.36 -1.91 2.75
C -5.15 -0.92 -2.57
C -4.08 -1.66 -1.72
O -3.12 -2.29 -2.59
H -4.70 -0.11 -3.06
H -5.93 -0.59 -1.94
H -5.51 -1.63 -3.28
H -4.56 -2.29 -0.99
H -3.47 -0.95 -1.17
H -3.51 -2.93 -3.18
C -5.71 -0.20 1.77
C -5.69 -0.62 3.28
O -4.33 -0.78 3.64
H -6.66 -0.49 1.25
H -4.80 -0.74 1.27
H -5.56 0.84 1.63
H -6.29 -1.47 3.49
H -6.14 0.24 3.84
H -4.24 -0.92 4.66
C 1.97 3.36 1.72
C 0.83 2.58 1.02
O 1.25 2.20 -0.32
H 2.15 4.44 1.47
H 2.89 2.94 1.39
H 1.80 3.41 2.80
H -0.13 3.09 0.94
H 0.72 1.59 1.54
H 1.23 3.07 -0.87
C 2.47 -4.66 2.16
C 1.35 -4.78 1.15
C 0.09 -5.04 1.94
O -0.95 -5.35 0.96
C -2.08 -5.98 1.60
N 1.18 -3.41 0.48
H 3.36 -4.41 1.60
H 2.58 -5.53 2.80
H 2.37 -3.80 2.78
H 1.55 -5.58 0.43
H -0.16 -4.12 2.50
H 0.20 -5.86 2.61
H -1.72 -6.72 2.27
H -2.68 -6.42 0.83
H -2.67 -5.19 2.08
H 1.28 -2.65 1.20
H 1.92 -3.42 -0.11
C -2.03 4.33 -1.60
C -1.22 5.49 -0.96
C -1.55 5.72 0.45
O -2.94 6.00 0.52
C -3.35 6.58 1.78
N 0.23 5.12 -1.23
H -3.05 4.41 -1.35
H -1.67 3.37 -1.21
H -1.94 4.39 -2.65
H -1.39 6.45 -1.43
H -0.95 6.56 0.77
H -1.32 4.87 1.14
H -2.89 7.55 2.06
H -3.11 5.81 2.49
H -4.45 6.70 1.80
H 0.87 5.89 -0.94
H 0.29 4.85 -2.21
C 3.39 2.41 -5.02
C 2.52 1.92 -3.83
C 1.27 1.18 -4.32
O 0.41 1.01 -3.24
C -0.93 0.52 -3.60
N 3.27 1.06 -2.97
H 2.88 3.26 -5.60
H 3.65 1.64 -5.76
H 4.29 2.89 -4.61
H 2.23 2.84 -3.30
H 1.65 0.20 -4.55
H 0.79 1.72 -5.17
H -0.86 -0.39 -4.27
H -1.36 1.31 -4.23
H -1.53 0.24 -2.70
H 3.97 1.57 -2.45
H 3.77 0.36 -3.48
```

The value obtained for the highest occupied orbital energy is -11.339 eV. As for the largest force on an atom: 4.1 eV/Å. The LUMO energy comes out at -2.19 eV. As for the total charge: +1. As for the gap between HOMO and LUMO: 9.1 eV.

=====

No. 2
A cluster of 5 separate species, C22H57Br2N6O5PS in total in a non-equilibrium geometry. Source: OMol25; level of theory: wB97M-V/def2-TZVPD.

XYZ file:
```
94
C22H57Br2N6O5PS, DFT wB97M-V/def2-TZVPD
C 4.83 -0.29 -3.02
C 4.25 -0.45 -1.55
S 5.03 0.65 -0.29
C 6.87 0.58 -0.44
P 7.51 2.31 -1.17
Br 8.51 1.12 -2.83
Br 5.35 3.04 -1.13
C 8.54 2.59 0.42
C 7.67 3.15 1.61
N 7.59 4.64 1.64
N 8.15 3.86 -1.78
C 7.34 4.30 -2.66
O 6.74 5.07 -3.28
H 4.47 -1.17 -3.65
H 4.38 0.63 -3.47
H 5.95 -0.32 -3.03
H 3.15 -0.21 -1.61
H 4.32 -1.55 -1.25
H 7.17 -0.26 -1.11
H 7.29 0.49 0.61
H 9.30 3.39 0.16
H 9.16 1.68 0.67
H 8.12 2.83 2.60
H 6.62 2.72 1.56
H 6.66 4.96 1.39
H 8.32 5.05 1.06
C 0.94 1.01 -3.52
C 0.70 0.02 -4.65
C -0.79 -0.30 -4.88
O -1.34 -1.20 -3.93
C -1.74 -0.60 -2.72
N 1.49 -1.19 -4.40
H 0.82 0.56 -2.53
H 1.96 1.41 -3.57
H 0.25 1.86 -3.59
H 1.08 0.49 -5.57
H -0.88 -0.81 -5.85
H -1.39 0.61 -4.95
H -2.14 0.41 -2.87
H -0.91 -0.58 -2.01
H -2.53 -1.22 -2.28
H 1.40 -1.81 -5.21
H 1.03 -1.70 -3.65
C -2.02 2.62 3.04
C -1.99 2.89 1.54
C -2.02 1.61 0.68
O -0.78 0.92 0.62
C -0.54 0.06 1.73
N -0.82 3.72 1.23
H -1.06 2.26 3.42
H -2.26 3.54 3.59
H -2.79 1.88 3.29
H -2.89 3.47 1.30
H -2.25 1.90 -0.35
H -2.83 0.94 1.00
H -1.45 -0.40 2.10
H -0.03 0.62 2.52
H 0.14 -0.73 1.39
H -0.85 3.98 0.25
H 0.00 3.12 1.29
C -1.93 -5.92 2.65
C -2.32 -4.55 3.20
C -2.98 -3.63 2.15
O -2.07 -3.04 1.23
C -1.71 -3.88 0.14
N -1.13 -3.92 3.80
H -1.04 -5.88 2.03
H -1.72 -6.61 3.47
H -2.74 -6.35 2.06
H -3.05 -4.72 3.99
H -3.44 -2.79 2.69
H -3.79 -4.14 1.62
H -2.54 -4.52 -0.18
H -0.84 -4.48 0.40
H -1.43 -3.24 -0.69
H -1.41 -3.05 4.25
H -0.53 -3.62 3.03
C -7.46 0.30 0.02
C -6.02 0.33 0.50
C -5.61 -0.91 1.32
O -6.10 -0.91 2.65
C -7.43 -1.36 2.80
N -5.79 1.57 1.25
H -8.18 0.52 0.81
H -7.62 1.05 -0.76
H -7.71 -0.68 -0.41
H -5.38 0.35 -0.39
H -4.52 -0.92 1.40
H -5.89 -1.84 0.80
H -7.68 -2.15 2.09
H -8.13 -0.52 2.70
H -7.54 -1.76 3.81
H -4.81 1.64 1.49
H -6.25 1.47 2.15
```

The value obtained for the highest occupied orbital energy is -7.358 eV. As for the largest force on an atom: 4.2 eV/Å. The LUMO energy comes out at -0.36 eV. As for the total charge: 0. As for the gap between HOMO and LUMO: 7.0 eV.

=====

No. 3
A structure of composition C22H57Cu2O21S6 in a non-equilibrium geometry. Source: OMol25; level of theory: wB97M-V/def2-TZVPD.

XYZ file:
```
108
C22H57Cu2O21S6, DFT wB97M-V/def2-TZVPD
Cu -3.28 -1.71 -0.80
Cu -2.59 1.58 -1.43
C -0.20 0.66 1.57
C -0.47 -0.06 0.26
O -1.78 -0.05 -0.19
H -0.31 1.74 1.54
H 0.85 0.48 1.80
H -0.79 0.18 2.35
H -0.10 -1.11 0.31
H 0.09 0.33 -0.61
O -3.84 -0.16 -2.08
C -4.90 0.51 -2.49
C -4.49 1.78 -3.24
O -3.59 2.49 -2.49
H -5.62 0.73 -1.68
H -5.60 -0.01 -3.18
H -5.42 2.35 -3.37
H -4.05 1.55 -4.22
O -0.25 -3.98 1.45
S -1.59 -3.57 1.62
O -2.25 -2.87 0.56
O -2.46 -4.82 2.03
C -2.63 -5.84 1.01
C -2.12 -7.16 1.58
C -1.82 -2.64 3.13
H -2.15 -5.66 0.05
H -3.70 -5.99 0.83
H -2.71 -7.46 2.45
H -1.08 -7.04 1.87
H -2.16 -7.96 0.84
H -0.82 -2.62 3.54
H -2.44 -3.32 3.71
H -2.37 -1.72 3.01
O 3.14 2.43 3.38
S 3.24 3.81 3.01
O 4.29 4.59 3.54
O 3.21 3.91 1.41
C 3.76 2.84 0.60
C 5.21 3.23 0.26
C 1.65 4.57 3.21
H 3.17 2.83 -0.32
H 3.73 1.87 1.08
H 5.86 2.67 0.93
H 5.50 4.27 0.32
H 5.37 2.88 -0.76
H 1.53 5.42 2.55
H 1.65 4.94 4.24
H 0.91 3.81 3.04
O -1.46 1.15 -3.28
S -1.23 1.66 -4.60
O -1.79 2.90 -4.96
O 0.33 1.65 -4.87
C 1.10 2.54 -4.03
C 1.92 1.86 -3.01
C -1.64 0.38 -5.75
H 0.44 3.26 -3.54
H 1.63 3.23 -4.68
H 2.73 2.47 -2.60
H 2.48 0.99 -3.37
H 1.31 1.50 -2.19
H -2.66 0.05 -5.54
H -0.99 -0.46 -5.56
H -1.57 0.80 -6.75
O -0.62 -3.86 -4.05
S -0.55 -2.96 -2.96
O -1.75 -2.48 -2.37
O 0.25 -3.64 -1.76
C 1.52 -4.23 -2.11
C 2.72 -3.59 -1.42
C 0.61 -1.66 -3.31
H 1.64 -4.31 -3.20
H 1.48 -5.30 -1.87
H 2.51 -2.55 -1.16
H 3.64 -3.55 -1.98
H 2.84 -3.98 -0.41
H 0.72 -1.07 -2.42
H 0.27 -1.05 -4.14
H 1.55 -2.11 -3.63
O -5.78 2.15 1.64
S -4.41 2.42 1.44
O -3.75 2.06 0.24
O -4.12 3.94 1.68
C -4.95 4.58 2.70
C -4.40 5.98 2.95
C -3.52 1.66 2.79
H -4.93 4.00 3.62
H -5.97 4.69 2.33
H -3.47 5.91 3.51
H -5.15 6.56 3.48
H -4.15 6.51 2.03
H -2.68 2.31 3.00
H -3.11 0.73 2.40
H -4.18 1.49 3.63
O 4.89 -1.44 -0.94
S 5.37 -1.17 0.37
O 6.17 -0.05 0.71
O 4.09 -1.23 1.30
C 4.17 -0.85 2.71
C 3.35 -1.86 3.48
C 6.14 -2.71 0.81
H 3.79 0.17 2.82
H 5.19 -0.74 3.08
H 3.83 -2.84 3.57
H 2.45 -2.04 2.89
H 3.16 -1.56 4.51
H 6.54 -2.70 1.82
H 6.98 -2.77 0.13
H 5.43 -3.51 0.65
```

The value obtained for the highest occupied orbital energy (spin up / spin down) is -11.368 / -10.956 eV. As for the largest force on an atom: 3.8 eV/Å. Its expectation value of S² is 2.01. The LUMO energy (spin up / spin down) comes out at -2.54 / -5.29 eV. Its energy relative to the best compared isomer or geometry (same formula, charge and spin) is 0.00 kcal per mole. The spin multiplicity is 3. As for the total charge: +1. As for the gap between HOMO and LUMO (spin up / spin down): 8.8 / 5.7 eV.

=====

No. 4
A cluster of 9 separate species, C22H57F9NO10S9 in total in a non-equilibrium geometry. Source: OMol25; level of theory: wB97M-V/def2-TZVPD.

XYZ file:
```
108
C22H57F9NO10S9, DFT wB97M-V/def2-TZVPD
O 4.26 -4.26 -0.56
C 3.52 -4.95 -1.16
O 3.07 -6.10 -0.67
C 3.08 -4.51 -2.56
N 2.18 -3.31 -2.50
C 0.72 -3.60 -2.73
C -0.15 -3.16 -1.56
C -1.52 -2.60 -1.98
F -2.02 -2.06 -0.89
F -1.28 -1.69 -2.90
C -2.41 -3.74 -2.52
F -2.26 -4.79 -1.76
F -2.00 -4.11 -3.70
S -4.26 -3.37 -2.63
F -4.01 -1.82 -2.68
F -4.41 -3.39 -1.07
F -4.56 -4.93 -2.66
F -4.19 -3.40 -4.21
F -5.80 -3.09 -2.75
H 3.10 -6.74 -1.42
H 4.00 -4.19 -3.05
H 2.68 -5.33 -3.14
H 2.28 -2.87 -1.57
H 2.50 -2.66 -3.21
H 0.44 -3.16 -3.68
H 0.57 -4.67 -2.88
H -0.24 -3.90 -0.77
H 0.36 -2.30 -1.12
C 0.49 1.48 1.08
S 1.46 -0.03 1.08
O 1.14 -0.75 -0.19
C 0.55 -0.85 2.40
H 0.87 2.12 0.29
H -0.56 1.25 0.89
H 0.60 1.98 2.04
H -0.50 -0.93 2.13
H 0.66 -0.28 3.32
H 0.98 -1.84 2.54
C 0.79 6.32 -1.80
S 2.00 5.44 -0.81
O 2.34 4.18 -1.53
C 0.89 5.01 0.53
H 1.27 6.65 -2.71
H -0.04 5.66 -2.04
H 0.43 7.19 -1.24
H 0.05 4.43 0.14
H 0.52 5.91 1.01
H 1.44 4.41 1.25
C 6.68 7.36 1.63
S 5.08 7.06 0.86
O 4.03 7.41 1.85
C 5.23 5.26 0.84
H 6.79 8.44 1.77
H 6.73 6.86 2.60
H 7.47 7.00 0.98
H 5.37 4.90 1.86
H 6.07 4.97 0.22
H 4.31 4.85 0.43
C 5.02 8.91 5.05
S 6.24 8.04 6.04
O 6.59 6.78 5.31
C 5.12 7.60 7.38
H 5.50 9.25 4.13
H 4.19 8.25 4.80
H 4.66 9.78 5.61
H 4.29 7.01 6.99
H 4.75 8.51 7.85
H 5.67 7.00 8.10
C 4.48 4.23 6.09
S 2.70 4.43 6.03
O 2.31 5.28 7.18
C 2.30 2.73 6.47
H 4.94 5.19 5.88
H 4.78 3.88 7.08
H 4.79 3.51 5.33
H 2.74 2.48 7.43
H 2.69 2.06 5.70
H 1.22 2.63 6.53
C -9.39 -1.44 -3.24
S -8.51 -0.74 -4.64
O -9.45 0.19 -5.33
C -8.45 -2.25 -5.60
H -9.57 -0.65 -2.51
H -10.34 -1.86 -3.56
H -8.77 -2.22 -2.78
H -9.47 -2.62 -5.78
H -7.87 -3.00 -5.07
H -7.97 -2.03 -6.56
C 6.39 -6.95 -3.19
S 4.90 -7.32 -4.11
O 3.74 -7.13 -3.17
C 5.18 -9.09 -4.24
H 6.40 -5.88 -2.96
H 6.41 -7.52 -2.26
H 7.26 -7.19 -3.80
H 5.27 -9.52 -3.25
H 6.09 -9.26 -4.82
H 4.33 -9.53 -4.76
C -11.22 -5.04 -0.24
S -12.57 -4.02 -0.87
O -12.22 -3.62 -2.25
C -12.24 -2.60 0.19
H -11.22 -5.97 -0.81
H -10.27 -4.52 -0.39
H -11.39 -5.25 0.81
H -11.22 -2.25 0.02
H -12.37 -2.89 1.24
H -12.95 -1.82 -0.06
```

The value obtained for the highest occupied orbital energy is -9.800 eV. As for the largest force on an atom: 2.7 eV/Å. The LUMO energy comes out at -2.73 eV. As for the total charge: +1. As for the gap between HOMO and LUMO: 7.1 eV.

=====

The DFT total energy results, record by record, are as follows: -240771.79370, -203121.34903, -221013.86965, -167664.30756 eV.